2 unconnected molecules or ions with the total composition C3H4N2O, computed with ωB97M-V with the def2-TZVPD basis set.

Computed properties:
Frontier orbital gap (alpha / beta), eV: 8.13 / 8.13

```
10
Properties=species:S:1:pos:R:3:forces:R:3
C -0.8717 1.3359 1.3071 1.7 -0.8 -3.3
C 0.4118 0.0827 -0.4011 -2.1 3.7 2.5
C 0.1350 -1.3178 -0.4788 3.1 0.7 0.6
N 1.5848 0.8318 -0.5865 1.5 -0.2 0.2
N 0.7118 1.0421 -1.4182 -0.5 0.2 -0.9
O -1.5665 0.6496 1.9355 -0.5 0.5 0.9
H -0.8172 2.5126 1.1263 -0.1 -1.7 0.6
H 0.6477 -1.8034 0.2887 0.4 -0.8 2.0
H 0.5899 -1.7893 -1.2738 1.0 -0.7 -2.6
H -0.8255 -1.5442 -0.4992 -4.5 -0.9 0.2
```
Forces are in eV/Å.

Atom charges from the Mulliken analysis, given in e for atoms 1 to 4: atom 1 (C): 0.126, atom 2 (C): 0.677, atom 3 (C): -1.359, atom 4 (N): -0.258

A single C3H4N2O molecule, computed with ωB97M-V with the def2-TZVPD basis set.

Computed properties:
SMILES string: Oc1cnc[nH]1
Frontier orbital gap, eV: 8.73

```
10
Properties=species:S:1:pos:R:3:forces:R:3
O -2.0136 0.2284 0.0689 -0.8 -2.2 -0.6
C -0.6502 0.2588 -0.0553 0.0 1.2 -0.1
C 0.2084 1.3632 -0.0565 0.1 -1.7 0.8
N 1.5306 0.7698 0.0684 -1.1 2.8 -0.7
C 1.3972 -0.4898 0.0445 1.5 -1.9 -0.6
N 0.1035 -0.9048 -0.0967 -2.7 -1.7 1.5
H -2.4449 -0.6915 -0.1345 1.6 2.6 0.4
H -0.0215 2.4799 -0.0360 0.5 -2.1 0.0
H 2.2332 -1.2039 -0.1292 -0.7 0.6 0.6
H -0.3428 -1.8104 0.3265 1.6 2.3 -1.3
```
Forces are in eV/Å.

Atom charges from the Mulliken analysis, given in e for atoms 1 to 4: atom 1 (O): -0.526, atom 2 (C): 0.529, atom 3 (C): -0.411, atom 4 (N): -0.480

Record-wise F_max values, in hartree/bohr: 0.09619; 0.06803